Entry from the Open Molecules 2025 dataset: a molecular structure, C31H43Cl2O2P3PbS in a non-equilibrium geometry (wB97M-V/def2-TZVPD).

## Properties
total charge = +2
largest force on an atom = 6.0 eV/Å
calculated total energy = -105913.1807 eV

Cartesian coordinates (Å):
1 P 0.72043 -2.99539 -1.59454
2 C -0.85441 -3.52163 -2.16415
3 C -0.85054 -3.80580 -3.55135
4 H -0.06220 -3.40077 -4.17917
5 C -1.78896 -4.69349 -4.06538
6 H -1.67417 -5.03352 -5.08958
7 C -2.81457 -5.16550 -3.23506
8 H -3.52509 -5.89010 -3.63253
9 C -2.94300 -4.69725 -1.92180
10 H -3.79305 -5.01010 -1.32152
11 C -1.98250 -3.85292 -1.36677
12 H -2.09947 -3.43975 -0.36246
13 C 1.44309 -1.58237 -2.36496
14 C 0.69091 -0.67733 -3.14749
15 H -0.39820 -0.73617 -3.15627
16 C 1.36877 0.30094 -3.86460
17 H 0.79892 0.97499 -4.49225
18 C 2.75875 0.38900 -3.80832
19 H 3.28293 1.10719 -4.43755
20 C 3.48141 -0.43303 -2.94233
21 H 4.56194 -0.36230 -2.86973
22 C 2.82626 -1.38057 -2.16672
23 H 3.37133 -1.99715 -1.45233
24 C 1.30696 -3.54688 -0.02519
25 C 1.96505 -4.77998 -0.22983
26 H 1.91165 -5.24967 -1.20787
27 C 2.74830 -5.34331 0.76689
28 H 3.29066 -6.24969 0.54014
29 C 2.82368 -4.71924 2.01699
30 H 3.43722 -5.16858 2.80040
31 C 2.10175 -3.54799 2.24987
32 H 2.14022 -3.09581 3.23784
33 C 1.33836 -2.93594 1.25071
34 H 0.74994 -2.05035 1.48780
35 Pb -2.10159 1.61206 2.20118
36 C 0.10771 2.95319 1.50028
37 C 1.12068 2.52647 0.78576
38 H -0.24708 3.86044 2.01581
39 C 1.01845 1.17319 0.01011
40 O 2.00862 0.36841 0.71053
41 H 1.98908 -0.59755 0.43243
42 C -0.34983 0.70382 0.00478
43 H 1.47652 1.22249 -0.98426
44 C -1.63846 1.04653 0.17630
45 Cl -3.16935 3.92314 2.55304
46 Cl -4.28807 0.17883 1.21120
47 P -2.81619 2.39229 -0.82468
48 C -4.43444 3.10723 -0.43900
49 H -4.32032 3.94906 0.25535
50 H -5.08452 2.34654 0.00817
51 H -4.85844 3.45366 -1.39370
52 C -1.87100 3.78117 -1.46632
53 H -0.89404 3.44095 -1.83771
54 H -1.75756 4.53972 -0.67740
55 H -2.47687 4.18054 -2.29642
56 C -3.13191 1.34418 -2.26121
57 H -3.60529 0.41399 -1.91221
58 H -2.18003 1.16002 -2.78273
59 H -3.82005 1.92460 -2.89107
60 P 2.59487 3.52570 0.67722
61 C 2.12687 5.20253 1.10996
62 C 3.23739 3.41773 -0.98926
63 H 1.52664 5.20134 2.04037
64 H 1.55120 5.65722 0.27913
65 H 3.09201 5.72129 1.25410
66 H 3.58057 2.39548 -1.21319
67 H 4.09508 4.10810 -0.99488
68 H 2.48720 3.73748 -1.73129
69 C 3.73984 2.80088 1.84478
70 H 3.29540 2.84840 2.85360
71 H 4.64392 3.42446 1.76508
72 H 3.91218 1.74882 1.55535
73 H -2.26966 0.18679 -0.02957
74 C -0.72419 -0.59689 6.08791
75 S -1.88296 -1.06924 4.78341
76 C -3.14178 0.20479 5.06496
77 O -1.21917 -0.71437 3.46671
78 H -1.08385 -1.00418 7.03796
79 H -0.66407 0.49649 6.14523
80 H 0.24893 -1.03771 5.84525
81 H -2.65306 1.19192 5.10571
82 H -3.85615 0.14890 4.23033
83 H -3.64561 -0.01044 6.01202

These are the Löwdin partial charges, in e, on atoms 1 to 2: 1.2296, -0.3596